{
  "formula": "C9H16F6N2O5Ti",
  "method": "wB97M-V/def2-TZVPD",
  "symbols": ["Ti", "C", "O", "O", "C", "F", "F", "F", "C", "C", "H", "H", "H", "H", "H", "H", "C", "O", "O", "C", "F", "F", "F", "C", "C", "H", "H", "H", "H", "H", "H", "C", "O", "N", "N", "H", "H", "H", "H"],
  "xyz": [[-0.95, 1.29, 0.02], [-0.76, 0.91, 3.85], [0.00, 1.69, 2.89], [-1.91, 0.66, 3.09], [0.04, -0.30, 4.52], [1.18, 0.16, 4.95], [-0.61, -0.94, 5.50], [0.33, -1.25, 3.62], [0.90, 2.73, 3.32], [1.57, 3.19, 1.98], [2.33, 3.96, 2.10], [2.08, 2.44, 1.37], [0.77, 3.67, 1.41], [1.72, 2.40, 3.95], [0.37, 3.56, 3.79], [-0.89, 1.54, 4.73], [-3.01, -1.42, -2.07], [-1.67, -1.75, -1.76], [-3.18, -0.17, -1.57], [-3.49, -1.80, -3.56], [-4.31, -2.87, -3.55], [-4.28, -0.81, -4.14], [-2.47, -2.10, -4.34], [-1.32, -3.02, -1.12], [0.19, -2.83, -0.68], [0.26, -1.98, -0.01], [0.45, -3.74, -0.15], [0.91, -2.75, -1.50], [-1.42, -3.91, -1.75], [-1.92, -3.16, -0.23], [-3.65, -1.96, -1.37], [2.41, 1.38, -2.77], [1.41, 1.94, -2.38], [2.42, 0.07, -3.01], [3.55, 1.85, -3.03], [3.20, -0.37, -3.47], [1.60, -0.42, -2.67], [3.72, 2.84, -2.87], [4.39, 1.29, -3.06]],
  "total_charge": -1,
  "gap_ev": [5.58, 6.28],
  "multiplicity": 4
}



{
  "formula": "C9H16F6O5P",
  "method": "wB97M-V/def2-TZVPD",
  "symbols": ["C", "C", "O", "O", "C", "C", "C", "C", "C", "C", "O", "C", "O", "O", "H", "H", "H", "H", "H", "H", "H", "H", "H", "H", "H", "H", "H", "H", "H", "H", "F", "P", "F", "F", "F", "F", "F"],
  "xyz": [[-1.45, 2.27, -0.70], [-0.70, 1.78, -1.90], [-0.16, 2.51, -2.72], [-0.67, 0.42, -2.01], [0.63, -0.12, -2.31], [0.73, -1.47, -1.61], [1.53, -1.35, -0.29], [1.07, -2.43, 0.69], [1.99, -2.74, 1.90], [3.27, -1.95, 1.97], [2.95, -0.59, 2.29], [4.02, 0.25, 2.25], [4.92, 0.24, 1.43], [3.95, 1.14, 3.27], [-0.94, 3.12, -0.26], [-2.46, 2.52, -0.99], [-1.51, 1.46, 0.01], [0.75, -0.21, -3.38], [1.40, 0.55, -1.95], [-0.26, -1.85, -1.42], [1.29, -2.13, -2.26], [2.57, -1.43, -0.54], [1.29, -0.38, 0.13], [0.13, -2.08, 1.09], [0.83, -3.33, 0.15], [1.45, -2.56, 2.82], [2.26, -3.79, 1.88], [3.91, -2.33, 2.76], [3.83, -2.02, 1.05], [3.06, 1.11, 3.63], [-6.39, 1.63, 0.67], [-5.67, 2.19, -0.72], [-4.65, 3.50, -0.80], [-5.94, 0.65, -1.26], [-4.31, 1.55, -0.03], [-6.84, 3.34, -0.52], [-5.88, 2.49, -2.33]],
  "total_charge": -1,
  "relative_energy_kcal_mol": 0.00,
  "gap_ev": 9.72
}



{
  "formula": "C9H16N2",
  "method": "wB97M-V/def2-TZVPD",
  "symbols": ["C", "N", "N", "C", "C", "C", "H", "H", "H", "H", "H", "H", "H", "H", "C", "C", "C", "C", "C", "H", "H", "H", "H", "H", "H", "H", "H"],
  "xyz": [[0.98, -0.08, 0.18], [2.00, 0.65, -0.07], [3.19, 0.18, 0.43], [3.44, -1.25, 0.33], [4.19, -0.26, -0.49], [5.65, 0.05, -0.22], [-0.03, 0.31, 0.02], [1.08, -0.99, 0.79], [3.90, -1.68, 1.23], [2.69, -1.86, -0.19], [3.89, -0.21, -1.54], [5.86, 1.06, -0.55], [6.25, -0.61, -0.84], [5.94, -0.07, 0.83], [-5.80, -1.80, -0.29], [-4.87, -1.05, -0.09], [-3.64, -0.26, 0.14], [-3.80, 1.29, 0.21], [-2.51, 2.02, -0.15], [-6.61, -2.45, -0.48], [-3.17, -0.63, 1.06], [-2.91, -0.51, -0.65], [-4.60, 1.60, -0.46], [-4.14, 1.59, 1.20], [-2.68, 3.08, -0.44], [-1.82, 2.04, 0.72], [-1.96, 1.56, -1.00]],
  "relative_energy_kcal_mol": 109.36,
  "gap_ev": 10.09
}



{
  "formula": "C9H16N2O2",
  "method": "wB97M-V/def2-TZVPD",
  "symbols": ["O", "C", "C", "C", "N", "C", "O", "N", "H", "H", "H", "H", "C", "C", "C", "C", "C", "H", "H", "H", "H", "H", "H", "H", "H", "H", "H", "H", "H"],
  "xyz": [[-0.91, -3.63, 4.15], [-0.28, -2.68, 4.55], [-0.34, -2.05, 5.86], [0.44, -0.99, 6.13], [1.36, -0.50, 5.21], [1.40, -0.95, 3.91], [2.11, -0.44, 3.07], [0.63, -2.06, 3.68], [-1.06, -2.47, 6.57], [0.43, -0.52, 7.11], [1.86, 0.37, 5.37], [0.70, -2.46, 2.76], [-0.68, 2.50, -2.82], [-0.37, 1.18, -3.45], [0.19, 1.33, -4.80], [-1.66, 0.25, -3.55], [0.64, 0.28, -2.64], [0.16, 3.15, -2.71], [-1.45, 3.17, -3.17], [-1.07, 2.30, -1.78], [0.17, 0.32, -5.29], [-0.38, 2.10, -5.40], [1.31, 1.61, -4.74], [-1.40, -0.63, -4.20], [-2.41, 0.67, -4.11], [-2.12, -0.03, -2.58], [0.24, 0.01, -1.62], [0.95, -0.57, -3.25], [1.56, 0.73, -2.28]],
  "relative_energy_kcal_mol": 26.17,
  "gap_ev": 10.22
}



{
  "formula": "C9H16N2O2",
  "method": "wB97M-V/def2-TZVPD",
  "symbols": ["O", "C", "C", "C", "N", "C", "O", "N", "H", "H", "H", "H", "C", "C", "C", "C", "C", "H", "H", "H", "H", "H", "H", "H", "H", "H", "H", "H", "H"],
  "xyz": [[-1.67, 3.49, 2.06], [-0.90, 2.83, 1.35], [0.55, 2.95, 1.44], [1.23, 2.44, 0.35], [0.54, 1.60, -0.55], [-0.76, 1.11, -0.31], [-1.06, -0.16, -0.55], [-1.47, 2.01, 0.39], [0.82, 3.83, 2.15], [2.25, 2.43, 0.21], [1.01, 1.18, -1.27], [-2.34, 1.73, 0.89], [-0.14, -2.49, 1.69], [-0.29, -3.02, 0.24], [0.79, -2.60, -0.62], [0.74, -3.18, -2.04], [1.91, -2.72, -2.85], [0.57, -3.46, 2.21], [0.33, -1.42, 1.64], [-1.20, -2.51, 2.18], [-1.17, -2.57, -0.07], [-0.51, -4.09, 0.22], [0.91, -1.54, -0.68], [1.78, -2.80, -0.16], [-0.12, -2.80, -2.62], [0.60, -4.20, -2.07], [2.91, -2.99, -2.41], [2.00, -3.08, -3.96], [1.75, -1.63, -2.81]],
  "relative_energy_kcal_mol": 84.11,
  "gap_ev": 9.77
}



{
  "formula": "C9H16N2O3",
  "method": "wB97M-V/def2-TZVPD",
  "symbols": ["C", "C", "C", "C", "N", "C", "C", "C", "O", "O", "C", "O", "C", "N", "H", "H", "H", "H", "H", "H", "H", "H", "H", "H", "H", "H", "H", "H", "H", "H"],
  "xyz": [[2.87, -1.94, -0.06], [2.06, -0.72, -0.07], [0.92, -0.71, 0.94], [0.48, 0.66, 1.32], [-0.52, 1.12, 0.40], [-0.38, 2.43, -0.06], [0.89, 2.43, -1.04], [-1.82, 0.77, 0.55], [-2.72, 1.52, 0.26], [-2.09, -0.51, 0.96], [-1.29, -1.39, 0.29], [-2.06, -2.26, -0.53], [-3.34, -1.81, -0.81], [-0.05, -1.54, 0.27], [2.16, -2.81, -0.09], [3.52, -2.06, 0.80], [3.60, -2.06, -0.86], [1.61, -0.51, -1.16], [2.80, 0.19, 0.13], [1.28, -1.24, 1.84], [-0.02, 0.81, 2.28], [1.34, 1.34, 1.09], [-1.39, 2.64, -0.58], [-0.27, 3.13, 0.70], [0.93, 3.43, -1.43], [1.75, 2.21, -0.56], [0.86, 1.85, -1.97], [-3.28, -0.99, -1.44], [-3.87, -1.39, 0.05], [-3.98, -2.58, -1.22]],
  "relative_energy_kcal_mol": 99.43,
  "gap_ev": 10.29
}



{
  "formula": "C9H16N2O8",
  "method": "wB97M-V/def2-TZVPD",
  "symbols": ["N", "C", "C", "C", "C", "O", "O", "C", "O", "O", "H", "H", "H", "H", "H", "H", "H", "H", "H", "N", "C", "C", "C", "O", "O", "C", "O", "O", "H", "H", "H", "H", "H", "H", "H"],
  "xyz": [[-1.34, 1.19, 0.83], [-2.41, 0.78, -0.06], [-3.41, -0.23, 0.55], [-4.45, -0.75, -0.43], [-5.33, -1.82, 0.18], [-5.19, -2.26, 1.29], [-6.32, -2.28, -0.62], [-3.18, 1.99, -0.55], [-3.71, 2.08, -1.64], [-3.31, 2.94, 0.40], [-0.84, 0.37, 1.16], [-1.72, 1.66, 1.64], [-1.97, 0.33, -0.96], [-3.90, 0.23, 1.42], [-2.84, -1.08, 0.94], [-3.96, -1.17, -1.32], [-5.09, 0.07, -0.80], [-6.30, -1.82, -1.47], [-3.84, 3.65, 0.01], [6.14, -1.50, -0.83], [5.16, -0.71, -0.09], [4.86, 0.68, -0.67], [3.95, 1.53, 0.17], [3.12, 2.30, -0.25], [4.22, 1.41, 1.49], [3.86, -1.52, 0.04], [2.79, -1.01, 0.24], [4.04, -2.84, -0.05], [6.02, -1.39, -1.84], [7.09, -1.21, -0.61], [5.53, -0.59, 0.93], [4.40, 0.60, -1.66], [5.81, 1.22, -0.79], [3.58, 1.98, 1.95], [4.98, -2.96, -0.29]],
  "relative_energy_kcal_mol": 5.57,
  "gap_ev": 9.89
}



{
  "formula": "C9H16N3",
  "method": "wB97M-V/def2-TZVPD",
  "symbols": ["C", "C", "N", "N", "N", "H", "H", "H", "H", "H", "H", "H", "H", "C", "C", "C", "C", "C", "C", "C", "H", "H", "H", "H", "H", "H", "H", "H"],
  "xyz": [[1.21, -3.24, 1.43], [1.43, -1.74, -0.59], [1.51, -2.94, 0.00], [1.90, -1.51, -1.82], [1.15, -0.57, 0.07], [2.25, -3.56, -0.30], [2.28, -2.29, -2.37], [1.36, -0.67, -2.26], [0.32, -0.51, 0.65], [1.76, 0.22, -0.10], [2.15, -3.38, 2.01], [0.70, -4.21, 1.39], [0.31, -2.73, 1.80], [-1.08, 2.67, 2.04], [-1.54, 1.23, -1.93], [-0.31, 1.76, -1.59], [-2.31, 0.65, -0.94], [-0.03, 2.14, -0.28], [-2.04, 1.00, 0.40], [-0.99, 1.90, 0.73], [-1.93, 1.25, -2.94], [0.30, 2.17, -2.41], [-3.20, 0.14, -1.16], [0.84, 2.77, -0.10], [-2.65, 0.62, 1.22], [-0.79, 3.72, 1.78], [-0.47, 2.31, 2.89], [-2.13, 2.82, 2.36]],
  "total_charge": 1,
  "relative_energy_kcal_mol": 48.84,
  "gap_ev": 8.80
}



{
  "formula": "C9H16N3S",
  "method": "wB97M-V/def2-TZVPD",
  "symbols": ["C", "C", "C", "C", "C", "C", "C", "C", "C", "N", "N", "N", "S", "H", "H", "H", "H", "H", "H", "H", "H", "H", "H", "H", "H", "H", "H", "H", "H"],
  "xyz": [[-3.86, -0.26, -2.56], [1.66, -1.65, 1.88], [0.39, -1.37, 2.75], [2.45, -0.38, 1.60], [-0.45, -0.28, 2.07], [1.64, 0.50, 0.76], [0.25, 0.61, 1.05], [-2.20, 0.12, -1.13], [-0.96, 2.35, -4.30], [-3.10, 0.66, -3.12], [-2.10, 0.88, -2.26], [-3.34, -0.59, -1.35], [-0.96, 2.07, -2.43], [-4.79, -0.62, -2.86], [2.22, -2.49, 2.33], [1.27, -2.03, 0.85], [0.02, -2.35, 2.84], [0.63, -0.97, 3.84], [2.84, 0.26, 2.52], [3.25, -0.68, 1.01], [-1.34, -0.68, 1.56], [-0.85, 0.55, 2.79], [1.98, 1.43, 0.39], [1.43, -0.01, -0.21], [-0.44, 1.46, 0.75], [0.00, 2.09, -4.71], [-1.32, 3.33, -4.50], [-1.70, 1.56, -4.44], [-3.57, -1.35, -0.70]],
  "total_charge": 1,
  "relative_energy_kcal_mol": 59.92,
  "gap_ev": 6.25
}



{
  "formula": "C9H16N3S",
  "method": "wB97M-V/def2-TZVPD",
  "symbols": ["C", "C", "C", "C", "C", "C", "C", "C", "C", "N", "N", "N", "S", "H", "H", "H", "H", "H", "H", "H", "H", "H", "H", "H", "H", "H", "H", "H", "H"],
  "xyz": [[4.00, -2.08, -0.15], [-2.95, 0.73, -0.56], [-2.30, 1.31, 0.67], [-2.84, -0.84, -0.51], [-0.86, 0.81, 0.82], [-1.32, -1.29, -0.52], [-0.83, -0.67, 0.65], [2.04, -1.23, 0.42], [4.41, 1.75, -0.31], [4.17, -0.81, -0.13], [2.92, -0.33, 0.19], [2.71, -2.41, 0.24], [2.62, 1.32, -0.05], [4.85, -2.65, -0.43], [-3.96, 0.86, -0.70], [-2.57, 1.23, -1.38], [-2.48, 2.42, 0.57], [-3.00, 0.86, 1.56], [-3.40, -1.06, 0.34], [-3.43, -1.21, -1.25], [-0.22, 1.35, 0.13], [-0.30, 1.18, 1.66], [-1.40, -2.31, -0.53], [-0.70, -0.90, -1.34], [-0.63, -1.15, 1.61], [4.35, 2.82, -0.64], [4.91, 1.10, -0.95], [4.83, 1.56, 0.73], [2.40, -3.31, 0.48]],
  "total_charge": 1,
  "relative_energy_kcal_mol": 66.53,
  "gap_ev": 6.74
}



{
  "formula": "C9H16N4O5",
  "method": "wB97M-V/def2-TZVPD",
  "symbols": ["N", "C", "O", "C", "C", "C", "N", "C", "O", "N", "C", "C", "C", "N", "O", "C", "O", "O", "H", "H", "H", "H", "H", "H", "H", "H", "H", "H", "H", "H", "H", "H", "H", "H"],
  "xyz": [[-4.20, 0.13, 1.34], [-4.69, 0.45, 0.02], [-6.03, 0.44, -0.26], [-3.52, 0.72, -0.96], [-2.52, -0.57, -0.84], [-1.04, -0.56, -0.45], [-0.30, -1.71, -0.90], [-0.78, -0.04, 0.97], [-1.80, 0.06, 1.74], [0.58, -0.10, 1.48], [1.68, 0.01, 0.54], [2.61, 1.23, 0.92], [4.09, 1.14, 0.10], [4.36, 2.10, -0.85], [4.86, 0.12, 0.39], [2.60, -1.27, 0.29], [2.87, -1.95, 1.26], [3.10, -1.48, -0.99], [-4.89, -0.02, 2.01], [-3.14, -0.41, 1.34], [-2.97, 1.79, -0.69], [-3.84, 0.85, -2.04], [-2.68, -1.43, -0.08], [-2.47, -1.09, -1.80], [-0.72, 0.17, -1.12], [-0.42, -1.81, -1.93], [-0.58, -2.49, -0.41], [0.71, -0.41, 2.42], [1.39, 0.47, -0.43], [2.16, 2.25, 0.47], [2.91, 1.31, 1.94], [3.68, 2.62, -1.34], [5.40, 1.94, -1.16], [3.58, -2.43, -0.98]],
  "relative_energy_kcal_mol": 158.24,
  "gap_ev": 8.84
}



{
  "formula": "C9H16N4O5",
  "method": "wB97M-V/def2-TZVPD",
  "symbols": ["C", "C", "C", "C", "C", "C", "C", "C", "C", "H", "H", "H", "H", "H", "H", "H", "H", "H", "H", "H", "H", "H", "H", "H", "H", "N", "N", "N", "N", "O", "O", "O", "O", "O"],
  "xyz": [[-1.27, 1.27, 1.37], [0.17, 0.62, 1.28], [-2.36, 0.34, 0.96], [-2.26, -0.52, -0.43], [-3.68, -0.97, -0.80], [2.05, 0.39, -0.25], [2.71, 1.40, -1.08], [2.35, -1.02, -0.59], [3.35, -1.73, 0.25], [-1.79, 3.35, 1.25], [-2.56, 2.18, 0.04], [-1.31, 1.50, 2.37], [-3.00, -0.45, 1.88], [-3.26, 1.03, 0.73], [-1.65, -1.66, -0.08], [-1.50, 0.11, -1.29], [-4.77, -2.04, -2.59], [-3.21, -1.86, -2.66], [0.28, 1.53, -0.56], [2.51, 0.78, 0.78], [1.43, -1.66, -0.27], [2.65, -0.98, -1.68], [3.71, -2.31, 2.21], [2.52, -1.05, 2.05], [4.31, 1.94, -1.87], [-1.48, 2.38, 0.40], [-3.87, -1.89, -1.85], [0.81, 0.88, 0.07], [3.16, -1.76, 1.60], [0.52, -0.13, 2.26], [-4.64, -0.59, -0.10], [2.14, 2.30, -1.55], [3.95, -2.59, -0.41], [3.96, 1.19, -1.43]],
  "relative_energy_kcal_mol": 183.23,
  "gap_ev": 9.85
}



Copy entry 11 word for word.
{
  "formula": "C9H16N4O5",
  "method": "wB97M-V/def2-TZVPD",
  "symbols": ["N", "C", "O", "C", "C", "C", "N", "C", "O", "N", "C", "C", "C", "N", "O", "C", "O", "O", "H", "H", "H", "H", "H", "H", "H", "H", "H", "H", "H", "H", "H", "H", "H", "H"],
  "xyz": [[-4.20, 0.13, 1.34], [-4.69, 0.45, 0.02], [-6.03, 0.44, -0.26], [-3.52, 0.72, -0.96], [-2.52, -0.57, -0.84], [-1.04, -0.56, -0.45], [-0.30, -1.71, -0.90], [-0.78, -0.04, 0.97], [-1.80, 0.06, 1.74], [0.58, -0.10, 1.48], [1.68, 0.01, 0.54], [2.61, 1.23, 0.92], [4.09, 1.14, 0.10], [4.36, 2.10, -0.85], [4.86, 0.12, 0.39], [2.60, -1.27, 0.29], [2.87, -1.95, 1.26], [3.10, -1.48, -0.99], [-4.89, -0.02, 2.01], [-3.14, -0.41, 1.34], [-2.97, 1.79, -0.69], [-3.84, 0.85, -2.04], [-2.68, -1.43, -0.08], [-2.47, -1.09, -1.80], [-0.72, 0.17, -1.12], [-0.42, -1.81, -1.93], [-0.58, -2.49, -0.41], [0.71, -0.41, 2.42], [1.39, 0.47, -0.43], [2.16, 2.25, 0.47], [2.91, 1.31, 1.94], [3.68, 2.62, -1.34], [5.40, 1.94, -1.16], [3.58, -2.43, -0.98]],
  "relative_energy_kcal_mol": 158.24,
  "gap_ev": 8.84
}



What did the tenth record say?
{
  "formula": "C9H16N3S",
  "method": "wB97M-V/def2-TZVPD",
  "symbols": ["C", "C", "C", "C", "C", "C", "C", "C", "C", "N", "N", "N", "S", "H", "H", "H", "H", "H", "H", "H", "H", "H", "H", "H", "H", "H", "H", "H", "H"],
  "xyz": [[4.00, -2.08, -0.15], [-2.95, 0.73, -0.56], [-2.30, 1.31, 0.67], [-2.84, -0.84, -0.51], [-0.86, 0.81, 0.82], [-1.32, -1.29, -0.52], [-0.83, -0.67, 0.65], [2.04, -1.23, 0.42], [4.41, 1.75, -0.31], [4.17, -0.81, -0.13], [2.92, -0.33, 0.19], [2.71, -2.41, 0.24], [2.62, 1.32, -0.05], [4.85, -2.65, -0.43], [-3.96, 0.86, -0.70], [-2.57, 1.23, -1.38], [-2.48, 2.42, 0.57], [-3.00, 0.86, 1.56], [-3.40, -1.06, 0.34], [-3.43, -1.21, -1.25], [-0.22, 1.35, 0.13], [-0.30, 1.18, 1.66], [-1.40, -2.31, -0.53], [-0.70, -0.90, -1.34], [-0.63, -1.15, 1.61], [4.35, 2.82, -0.64], [4.91, 1.10, -0.95], [4.83, 1.56, 0.73], [2.40, -3.31, 0.48]],
  "total_charge": 1,
  "relative_energy_kcal_mol": 66.53,
  "gap_ev": 6.74
}